Formula: C41H35AsBF4GeNO9STb
Source: OMol25
Level of theory: ωB97M-V/def2-TZVPD

Results
LUMO (spin up / spin down): 3.345 / 4.166 eV
frontier orbital gap (spin up / spin down): 4.71 / 6.71 eV

ORCA input file:
```
! RIJCOSX wB97M-V def2-TZVPD def2/J DEFGRID3
* xyz -2 8
Tb -0.817 -1.465 -0.293
C 4.789 -3.224 -4.342
O 5.033 -3.844 -3.088
C 4.227 -3.563 -2.073
C 4.563 -4.203 -0.840
C 3.727 -4.143 0.202
C 2.488 -3.437 0.123
C 1.593 -3.395 1.250
C 2.113 -3.820 2.612
O 0.401 -3.030 1.113
C 2.237 -2.648 -1.028
O 1.311 -1.750 -1.056
C 3.065 -2.843 -2.168
H 5.670 -3.406 -4.916
H 4.679 -2.140 -4.259
H 3.896 -3.658 -4.822
H 5.518 -4.699 -0.718
H 3.985 -4.653 1.123
H 2.982 -3.259 2.879
H 2.436 -4.858 2.740
H 1.274 -3.583 3.273
H 2.720 -2.418 -3.090
O -3.566 2.080 -0.022
As -3.316 0.365 0.394
O -2.269 0.075 1.693
O -2.582 -0.277 -0.957
C -5.153 -0.228 0.482
C -6.297 0.520 0.059
C -7.574 -0.004 0.139
C -7.770 -1.262 0.694
C -6.663 -1.916 1.226
C -5.396 -1.438 1.126
S -3.704 -3.564 0.611
O -4.391 -2.165 1.647
O -2.327 -3.023 0.458
O -3.738 -4.666 1.543
H -2.774 2.634 -0.237
H -6.143 1.508 -0.278
H -8.413 0.579 -0.250
H -8.775 -1.689 0.720
H -6.779 -2.854 1.697
F 1.185 -1.643 -4.182
B -0.161 -2.101 -4.067
F -0.228 -3.419 -4.520
F -0.971 -1.282 -4.886
F -0.748 -1.938 -2.748
C 0.453 5.256 0.039
C -0.515 4.591 0.762
C -0.361 3.296 1.231
C 0.842 2.601 1.007
C 1.833 3.303 0.343
C 1.657 4.581 -0.116
Ge 0.847 0.573 1.447
C 2.883 0.525 1.506
C 3.563 0.176 0.363
C 4.954 0.278 0.243
C 5.680 0.787 1.306
C 5.010 1.140 2.467
C 3.622 1.107 2.542
C 0.307 0.642 3.399
C -0.336 -0.437 3.999
C -0.558 -0.432 5.376
C -0.161 0.638 6.152
C 0.505 1.677 5.549
C 0.692 1.708 4.183
H 0.295 6.262 -0.388
H -1.450 5.095 0.939
H -1.184 2.772 1.712
H 2.769 2.865 0.142
H 2.512 4.988 -0.648
H 2.941 -0.129 -0.501
H 5.363 -0.024 -0.718
H 6.755 0.894 1.270
H 5.643 1.514 3.268
H 3.142 1.452 3.487
H -0.665 -1.277 3.359
H -0.932 -1.318 5.841
H -0.377 0.614 7.204
H 0.866 2.489 6.153
H 1.141 2.585 3.713
C 0.425 1.263 -2.781
C -0.762 2.000 -3.081
C -1.164 3.037 -2.250
C -2.274 3.793 -2.516
C -3.076 3.476 -3.619
C -2.670 2.478 -4.500
C -1.513 1.762 -4.229
C -4.418 4.000 -3.816
N -5.552 4.143 -4.037
H 0.979 1.486 -1.880
H 0.682 0.425 -3.457
H -0.570 3.318 -1.397
H -2.591 4.560 -1.858
H -3.292 2.304 -5.348
H -1.275 0.904 -4.825
*
```

Formula: C5H8O3Pr
Source: OMol25
Level of theory: ωB97M-V/def2-TZVPD

Results
LUMO (spin up / spin down): -4.360 / -4.334 eV
frontier orbital gap (spin up / spin down): 7.68 / 7.83 eV

ORCA input file:
```
! RIJCOSX wB97M-V def2-TZVPD def2/J DEFGRID3
* xyz 1 3
O -0.023 -0.907 -2.687
C 2.595 -0.624 -1.668
C 2.226 0.113 -0.741
O 1.098 0.543 -0.142
C 1.071 0.500 1.308
C -0.186 1.214 1.734
O -1.273 0.674 0.982
C -2.562 1.033 1.484
Pr -0.982 0.175 -1.267
H 3.394 -1.069 -2.243
H 1.960 1.010 1.697
H 1.070 -0.550 1.624
H -0.122 2.296 1.545
H -0.351 1.041 2.806
H -3.310 0.622 0.797
H -2.695 0.601 2.484
H -2.655 2.126 1.528
*
```

Formula: C32H52BiClN2O4SSi
Source: OMol25
Level of theory: ωB97M-V/def2-TZVPD

Results
LUMO: 4.133 eV
frontier orbital gap: 5.75 eV

ORCA input file:
```
! RIJCOSX wB97M-V def2-TZVPD def2/J DEFGRID3
* xyz -2 1
Bi 0.558 -0.094 0.381
C 2.108 -0.002 3.879
C 3.174 0.830 3.142
N 2.809 1.125 1.767
C 3.881 1.174 0.810
C 4.591 -0.179 0.642
S 3.542 -1.670 0.605
C 3.684 -2.296 2.307
C 2.368 -2.354 3.087
N 1.631 -1.124 3.101
H 1.260 0.656 4.064
H 2.529 -0.313 4.853
H 4.124 0.292 3.138
H 3.345 1.752 3.715
H 2.172 1.921 1.709
H 4.659 1.922 1.045
H 3.435 1.472 -0.141
H 5.328 -0.334 1.432
H 5.146 -0.171 -0.298
H 4.449 -1.709 2.813
H 4.067 -3.316 2.224
H 2.621 -2.725 4.101
H 1.719 -3.094 2.614
H 0.639 -1.296 3.204
O -1.536 1.546 0.879
C -2.016 2.082 2.091
C -0.836 2.612 3.000
O -1.080 3.565 3.761
O 0.230 1.971 2.867
C -2.674 0.939 2.873
C -2.912 1.048 4.244
C -3.483 -0.002 4.947
C -3.808 -1.188 4.299
C -3.552 -1.312 2.942
C -3.000 -0.252 2.234
C -3.055 3.168 1.767
C -3.771 3.834 2.763
C -4.711 4.800 2.441
C -4.962 5.128 1.113
C -4.260 4.471 0.116
C -3.320 3.499 0.441
H -0.696 2.008 0.535
H -2.604 1.948 4.762
H -3.649 0.098 6.014
H -4.226 -2.019 4.855
H -3.733 -2.248 2.430
H -2.779 -0.375 1.184
H -3.570 3.608 3.798
H -5.249 5.307 3.235
H -5.696 5.886 0.863
H -4.441 4.710 -0.926
H -2.783 2.983 -0.342
C 0.803 -3.419 -3.980
C 0.488 -2.938 -2.560
C 1.514 -3.533 -1.579
C -0.861 -3.553 -2.158
Si 0.460 -0.988 -2.296
C 1.911 -0.186 -3.392
C 3.233 -0.886 -3.051
C 2.122 1.297 -3.047
C 1.728 -0.255 -4.914
C -1.259 -0.305 -2.957
C -1.743 -0.896 -4.287
C -1.191 1.222 -3.124
C -2.339 -0.571 -1.895
H 0.722 -4.515 -4.008
H 1.814 -3.164 -4.298
H 0.107 -3.020 -4.721
H 1.551 -4.626 -1.689
H 1.207 -3.309 -0.554
H 2.524 -3.153 -1.725
H -0.761 -4.648 -2.160
H -1.661 -3.302 -2.856
H -1.149 -3.262 -1.147
H 3.453 -0.822 -1.982
H 4.058 -0.401 -3.593
H 3.240 -1.940 -3.319
H 2.104 1.494 -1.977
H 1.340 1.931 -3.461
H 3.080 1.632 -3.472
H 1.605 -1.271 -5.289
H 2.614 0.176 -5.403
H 0.867 0.329 -5.240
H -1.028 -0.738 -5.095
H -2.681 -0.402 -4.576
H -1.947 -1.965 -4.226
H -0.629 1.504 -4.016
H -0.732 1.710 -2.258
H -2.211 1.613 -3.250
H -2.483 -1.631 -1.686
H -3.298 -0.158 -2.238
H -2.106 -0.071 -0.951
Cl -0.809 -3.035 1.367
O 0.673 1.774 -0.319
*
```

Formula: C27H44BaN3O4P
Source: OMol25
Level of theory: ωB97M-V/def2-TZVPD

Results
LUMO: 0.396 eV
frontier orbital gap: 7.17 eV

ORCA input file:
```
! RIJCOSX wB97M-V def2-TZVPD def2/J DEFGRID3
* xyz 0 1
Ba 0.040 0.951 0.413
C 1.037 0.245 3.947
N -0.268 -0.095 3.391
C -1.324 0.164 4.359
C -0.279 -1.488 2.934
C -1.517 -1.740 2.066
N -1.125 -2.310 0.792
C -2.198 -2.215 -0.186
C -0.683 -3.687 0.928
H 1.286 -0.363 4.829
H 1.052 1.295 4.243
H 1.815 0.085 3.197
H -1.240 -0.493 5.238
H -2.307 0.007 3.911
H -1.273 1.199 4.696
H -0.181 -2.208 3.760
H 0.603 -1.611 2.300
H -1.945 -0.756 1.877
H -2.309 -2.342 2.542
H -3.075 -2.827 0.087
H -1.836 -2.560 -1.156
H -2.534 -1.180 -0.288
H -1.479 -4.320 1.355
H 0.194 -3.751 1.574
H -0.401 -4.084 -0.044
C -1.758 2.738 -3.713
C -0.689 2.310 -2.732
C 0.202 1.236 -3.314
C 0.142 3.497 -2.257
O -1.337 1.642 -1.550
P -2.226 2.505 -0.455
O -2.915 3.654 -1.048
O -1.273 2.729 0.715
O -3.164 1.267 -0.064
C -4.461 1.507 0.627
C -4.278 2.443 1.808
C -5.466 2.042 -0.374
C -4.870 0.130 1.106
H -1.271 3.237 -4.553
H -2.471 3.420 -3.256
H -2.292 1.863 -4.090
H 0.603 1.574 -4.270
H -0.369 0.321 -3.485
H 1.051 1.006 -2.662
H 0.502 4.061 -3.118
H 1.021 3.171 -1.692
H -0.453 4.178 -1.647
H -3.990 3.450 1.501
H -3.518 2.058 2.491
H -5.226 2.515 2.344
H -5.127 2.972 -0.825
H -6.412 2.222 0.144
H -5.636 1.309 -1.164
H -4.163 -0.256 1.843
H -4.917 -0.569 0.269
H -5.857 0.173 1.572
N 2.363 0.360 0.115
C 3.227 -0.391 -0.402
C 4.685 0.003 -0.586
C 5.317 0.760 0.395
C 6.630 1.177 0.236
C 7.328 0.857 -0.925
C 6.703 0.114 -1.916
C 5.394 -0.318 -1.739
C 2.865 -1.784 -0.906
C 1.645 -1.969 -1.552
C 1.260 -3.213 -2.030
C 2.085 -4.314 -1.837
C 3.297 -4.149 -1.179
C 3.691 -2.891 -0.735
H 4.750 1.028 1.280
H 7.111 1.757 1.014
H 8.352 1.184 -1.053
H 7.234 -0.133 -2.827
H 4.914 -0.909 -2.512
H 1.004 -1.111 -1.717
H 0.320 -3.321 -2.561
H 1.790 -5.289 -2.204
H 3.948 -5.001 -1.025
H 4.650 -2.768 -0.245
*
```

Formula: C4H5N3
Source: OMol25
Level of theory: ωB97M-V/def2-TZVPD

Results
LUMO: -0.649 eV
frontier orbital gap: 8.21 eV

ORCA input file:
```
! RIJCOSX wB97M-V def2-TZVPD def2/J DEFGRID3
* xyz 0 1
N -2.258 -0.522 -1.355
C -1.836 -0.727 -0.283
C 0.995 0.160 -0.636
C 0.467 1.274 0.212
N -0.028 0.642 1.401
C -0.281 -0.576 1.053
N 0.600 -0.935 -0.105
H 1.493 0.198 -1.598
H 1.167 2.098 0.370
H -0.396 1.649 -0.386
H -0.528 -1.371 1.745
H 0.638 -1.852 -0.537
*
```

Formula: C4H12O
Source: OMol25
Level of theory: ωB97M-V/def2-TZVPD

Results
LUMO (spin up / spin down): 3.371 / 3.306 eV
frontier orbital gap (spin up / spin down): 1.99 / 9.26 eV

ORCA input file:
```
! RIJCOSX wB97M-V def2-TZVPD def2/J DEFGRID3
* xyz -1 2
C 3.632 1.847 2.653
O 2.555 1.107 3.293
H 4.112 2.525 3.361
H 4.338 1.070 2.438
H 3.213 2.214 1.705
H 2.371 1.374 4.211
C -1.459 -1.369 -2.722
C -2.380 -1.278 -1.545
C -1.841 -0.114 -0.517
H -1.979 -1.468 -3.620
H -0.939 -2.312 -2.665
H -0.837 -0.555 -2.873
H -2.374 -2.367 -1.034
H -3.433 -1.075 -1.675
H -2.716 0.061 0.143
H -0.724 -0.409 -0.061
H -1.542 0.750 -1.090
*
```

Formula: C38H62BeBrCl2Cs2IN3O16S
Source: OMol25
Level of theory: ωB97M-V/def2-TZVPD

Results
LUMO: -3.136 eV
frontier orbital gap: 0.95 eV

ORCA input file:
```
! RIJCOSX wB97M-V def2-TZVPD def2/J DEFGRID3
* xyz -1 1
C 5.818 -0.338 2.157
O 5.868 0.058 0.766
C 4.500 0.186 0.288
C 4.156 1.593 -0.285
C 5.041 2.770 0.259
C 4.089 3.905 0.769
C 3.330 4.646 -0.370
C 1.850 4.803 0.088
C 0.952 5.596 -0.922
C 0.097 4.617 -1.808
C -1.383 4.583 -1.312
C -2.093 3.261 -1.766
C -2.714 2.473 -0.556
C -4.142 1.884 -0.844
C -5.227 2.793 -0.180
C -5.467 4.104 -0.990
O -6.753 4.200 -1.646
S -7.975 4.286 -0.610
O -9.191 3.900 -1.342
O -8.201 5.591 -0.069
C -7.588 3.039 0.735
Cl -9.165 2.265 1.105
C -7.160 3.748 2.042
O -6.225 4.809 1.841
C -5.921 5.455 3.068
C -6.530 1.991 0.200
C -6.117 1.000 1.340
C -7.102 1.195 -1.019
C -7.367 -0.299 -0.753
O -6.538 -1.112 -0.765
I -9.393 -0.989 -0.378
H 5.131 0.384 2.783
H 5.393 -1.408 2.196
H 6.868 -0.250 2.612
H 3.707 -0.121 1.079
H 4.367 -0.559 -0.575
H 4.175 1.594 -1.387
H 3.110 1.811 0.019
H 5.596 3.182 -0.605
H 5.691 2.502 1.112
H 3.390 3.425 1.491
H 4.693 4.645 1.333
H 3.790 5.620 -0.595
H 3.352 4.018 -1.279
H 1.424 3.783 0.226
H 1.843 5.270 1.094
H 1.636 6.210 -1.534
H 0.304 6.255 -0.317
H 0.171 4.991 -2.844
H 0.575 3.626 -1.716
H -1.355 4.683 -0.212
H -1.869 5.469 -1.764
H -2.832 3.481 -2.554
H -1.320 2.611 -2.216
H -2.735 3.110 0.351
H -1.991 1.666 -0.318
H -4.283 1.781 -1.935
H -4.136 0.864 -0.429
H -4.790 3.110 0.786
H -4.719 4.122 -1.803
H -5.301 5.025 -0.405
H -8.081 4.200 2.469
H -6.763 3.068 2.815
H -4.826 5.529 3.198
H -6.332 6.484 3.099
H -6.374 4.920 3.927
H -6.991 0.623 1.902
H -5.524 1.597 2.064
H -5.455 0.200 0.990
H -6.426 1.219 -1.897
H -8.054 1.621 -1.386
Cs 3.184 -1.962 1.699
C 6.733 -6.654 0.059
O 6.339 -5.691 0.720
N 6.148 -7.126 -1.036
C 6.674 -8.264 -1.766
C 4.948 -6.480 -1.525
H 7.637 -7.216 0.339
H 6.913 -7.929 -2.803
H 5.917 -9.058 -1.788
H 7.577 -8.646 -1.292
H 5.165 -5.435 -1.748
H 4.173 -6.521 -0.753
H 4.596 -6.977 -2.425
O -9.615 -0.154 2.865
Cl -11.001 -0.028 3.267
O -11.068 0.548 4.590
O -11.623 -1.331 3.269
O -11.683 0.836 2.325
Be -9.148 2.573 -3.050
C -0.813 -7.131 2.168
C -0.049 -5.977 1.723
N 0.567 -5.074 1.372
H -0.189 -8.032 2.179
H -1.207 -6.982 3.174
H -1.660 -7.327 1.511
C -5.743 -1.192 -3.883
O -4.783 -0.329 -4.195
H -6.099 -1.861 -4.704
H -5.522 -1.925 -3.080
H -6.714 -0.756 -3.537
Br 7.716 -6.428 -3.984
Cs 6.428 0.572 4.461
C 8.332 3.066 -4.571
C 7.235 3.258 -3.725
C 7.264 4.566 -2.940
O 6.348 4.925 -2.204
C 8.434 5.411 -3.067
C 9.545 5.220 -3.905
C 9.469 3.961 -4.771
O 10.305 3.671 -5.607
O 10.529 5.945 -4.000
O 6.278 2.501 -3.558
H 8.382 2.164 -5.171
H 8.407 6.285 -2.426
C 3.081 -10.904 4.607
C 3.887 -10.121 3.575
C 3.135 -8.903 3.031
C 1.887 -9.326 2.365
N 0.925 -9.653 1.843
H 2.167 -11.314 4.175
H 3.665 -11.743 4.988
H 2.807 -10.270 5.454
H 4.153 -10.787 2.752
H 4.821 -9.786 4.031
H 3.754 -8.369 2.309
H 2.887 -8.213 3.840
*
```

Formula: C3H11NO2
Source: OMol25
Level of theory: ωB97M-V/def2-TZVPD

Results
LUMO: 0.614 eV
frontier orbital gap: 8.86 eV
SMILES string: C=CCN.O.O

ORCA input file:
```
! RIJCOSX wB97M-V def2-TZVPD def2/J DEFGRID3
* xyz 0 1
N 0.322 -2.927 -2.285
C 1.568 -2.394 -2.064
C 1.476 -2.850 0.329
C 1.572 -1.907 -0.575
H -0.443 -2.167 -2.085
H 0.339 -3.660 -2.946
H 1.873 -1.583 -2.748
H 2.481 -2.935 -1.901
H 0.918 -3.811 0.100
H 1.840 -2.627 1.243
H 1.106 -0.848 -0.357
H -2.634 3.086 1.399
H -3.085 1.957 2.305
O -3.362 2.539 1.589
H -0.166 6.404 2.320
H -1.459 5.688 2.170
O -0.478 5.447 2.206
*
```